Entry w
DFT (ωB97M-V with the def2-TZVPD basis set) results for a cluster of 2 separate species, C5H13NO in total.

E_LUMO (spin up / spin down)	-6.250 / -6.556	eV
molar mass	103.16	g mol⁻¹
E_HOMO (spin up / spin down)	-14.480 / -14.626	eV
gap between HOMO and LUMO (spin up / spin down)	0.3025 / 0.2966	hartree

```
! wB97M-V def2-TZVPD RIJCOSX def2/J DEFGRID3
* xyz 1 2
C 0.58354 -2.38817 1.34049
C -0.58592 -1.41044 1.30902
C -0.12326 -0.06156 0.64413
C -1.10516 0.97926 0.34895
C 2.13671 1.14599 -0.17598
N 1.21012 -0.02106 -0.02947
H 0.82917 -2.81843 0.40682
H 0.27673 -3.15983 1.94378
H 1.38949 -1.87509 1.74725
H -1.35056 -1.88232 0.73100
H -0.95779 -1.17854 2.29771
H -1.64192 1.50717 1.05708
H -1.66436 0.84346 -0.58950
H 3.17677 0.60687 -0.48307
H 1.72496 1.92075 -0.93259
H 2.41764 1.62661 0.73730
H 1.18723 -0.51411 -0.97594
H -2.85710 2.26045 -3.80879
H -1.98534 2.55700 -2.57983
O -2.66094 1.86200 -2.98835
*
```

---

Entry x
DFT (ωB97M-V with the def2-TZVPD basis set) results for a cluster of 2 separate species, C5H13NO in total.

E_LUMO (spin up / spin down)	-4.923 / -7.512	eV
molar mass	103.16	g mol⁻¹
E_HOMO (spin up / spin down)	-14.191 / -14.191	eV
gap between HOMO and LUMO (spin up / spin down)	0.3406 / 0.2454	hartree

```
! wB97M-V def2-TZVPD RIJCOSX def2/J DEFGRID3
* xyz 1 2
C -1.77485 -1.24641 -1.91113
C -0.17772 -1.00979 -1.79039
C 0.19175 0.14566 -0.80314
C 1.33368 -0.21243 0.14119
C 1.34121 0.43335 1.37664
N 2.60099 -0.33073 -0.52497
H -1.99189 -1.06160 -2.97578
H -1.92406 -2.33539 -1.64273
H -2.28567 -0.44973 -1.26430
H 0.08154 -0.72520 -2.83928
H 0.07928 -2.05515 -1.68977
H -0.71924 0.03236 -0.12465
H 0.27000 1.04060 -1.45595
H 0.49844 1.29090 1.52940
H 2.16537 0.40149 2.22528
H 2.37372 -0.94169 -1.35258
H 3.20669 -0.61485 0.23780
H -1.16983 2.49370 4.84284
H -2.45516 2.83675 4.04175
O -1.64423 2.30816 3.97979
*
```

---

Least stable structure: entry w

---

Entry w
DFT (ωB97M-V with the def2-TZVPD basis set) results for a cluster of 2 separate species, C2H3O2S2 in total.

E_LUMO (spin up / spin down)	3.556 / 3.556	eV
molar mass	123.18	g mol⁻¹
E_HOMO (spin up / spin down)	-3.069 / -3.070	eV
gap between HOMO and LUMO (spin up / spin down)	0.2435 / 0.2435	hartree

```
! wB97M-V def2-TZVPD RIJCOSX def2/J DEFGRID3
* xyz -1 1
C -1.16808 1.33074 -0.35395
C 1.66936 -0.67657 -0.90991
O -1.09040 2.51125 -0.48638
O 3.41561 0.93640 0.15577
S 0.20630 -1.39555 -1.30910
S 2.06697 0.35184 0.39391
H -1.45045 0.74680 0.60315
H -1.21619 0.66261 -1.27654
H 2.62096 -1.02238 -1.52305
*
```

---

Entry x
DFT (ωB97M-V with the def2-TZVPD basis set) results for the ion C2H3O2S2 with charge -1.

E_LUMO	3.250	eV
molar mass	123.18	g mol⁻¹
E_HOMO	-2.714	eV
gap between HOMO and LUMO	0.2192	hartree

```
! wB97M-V def2-TZVPD RIJCOSX def2/J DEFGRID3
* xyz -1 1
C 0.94126 -0.04924 -0.28574
C -0.21815 -0.58974 0.39929
O -1.99029 1.56051 -0.38241
O -1.32544 -1.06202 -0.24316
S 2.45423 0.73785 0.46051
S -1.79458 0.42235 0.57960
H 1.36597 -0.76878 -0.94531
H 0.59015 0.69187 -1.04964
H -0.02315 -0.94282 1.46687
*
```

---

Least stable structure: entry x

---

Entry w
DFT (ωB97M-V with the def2-TZVPD basis set) results for a cluster of 2 separate species, C4H11NO2S in total.

E_LUMO	5.908	eV
molar mass	137.20	g mol⁻¹
E_HOMO	0.381	eV
gap between HOMO and LUMO	0.2031	hartree

```
! wB97M-V def2-TZVPD RIJCOSX def2/J DEFGRID3
* xyz -2 1
C -0.15543 0.82646 -1.26916
C 0.26790 0.00283 -0.10273
C 0.98286 0.86279 0.97845
S -0.01539 2.44817 1.42624
N 1.19803 -1.10148 -0.41989
C 0.55735 -2.34077 -1.05449
O 1.61972 -2.97117 -1.62920
H -0.71413 0.41094 -1.95501
H 0.81952 1.24543 -1.91782
H -0.59706 1.77856 -0.98169
H -0.60843 -0.42077 0.43051
H 1.02224 0.36810 1.92460
H 1.92528 1.36764 0.78767
H 2.03541 -0.90445 -0.93761
H -0.00149 -2.84905 -0.37683
H -0.12604 -2.11732 -1.99796
H -2.92402 1.89997 2.53022
H -2.24948 0.55835 2.02241
O -3.03682 0.93579 2.54233
*
```

---

Entry x
DFT (ωB97M-V with the def2-TZVPD basis set) results for a cluster of 2 separate species, C4H11NO2S in total.

E_LUMO	5.900	eV
molar mass	137.20	g mol⁻¹
E_HOMO	-0.018	eV
gap between HOMO and LUMO	0.2175	hartree

```
! wB97M-V def2-TZVPD RIJCOSX def2/J DEFGRID3
* xyz -2 1
C 0.97780 0.21543 0.19757
N -0.23029 0.38264 1.03204
C -0.01706 1.36152 2.20072
O 0.49283 0.80916 3.28379
C 0.69043 -0.18528 -1.26270
C 0.28490 -1.65487 -1.43500
S 0.42786 -2.31665 -3.12974
H 1.49605 1.16455 0.20792
H 1.59854 -0.59190 0.59986
H -0.28241 -0.48391 1.56277
H 0.58898 2.16182 1.73303
H -1.03310 1.82643 2.33744
H -0.10330 0.45282 -1.64981
H 1.58372 0.00345 -1.86957
H 0.94169 -2.25427 -0.78984
H -0.72752 -1.75733 -1.04702
H -1.79668 0.48236 -0.02331
H -2.34384 -0.16348 -1.28834
O -2.54861 0.54751 -0.65979
*
```

---

Least stable structure: entry w

---

Entry w
DFT (ωB97M-V with the def2-TZVPD basis set) results for a cluster of 3 separate species, C4H16NO3 in total.

E_LUMO	-2.777	eV
molar mass	126.18	g mol⁻¹
E_HOMO	-14.760	eV
gap between HOMO and LUMO	0.4404	hartree

```
! wB97M-V def2-TZVPD RIJCOSX def2/J DEFGRID3
* xyz 1 1
O 2.75611 -0.94245 0.50738
C 2.33842 0.35485 0.10988
C 1.02139 0.74058 0.74969
N -0.12767 -0.03301 0.17085
C -0.45213 0.13303 -1.26492
C -1.30403 1.36542 -1.42217
H 2.99862 -0.92983 1.44325
H 3.07826 1.11450 0.35218
H 2.30791 0.29930 -0.96707
H 1.03488 0.45640 1.79918
H 0.87377 1.81240 0.67748
H -0.94995 0.18412 0.74452
H 0.08592 -1.02873 0.35327
H 0.45249 0.29090 -1.83244
H -0.86292 -0.79024 -1.65036
H -1.68703 1.51763 -2.42885
H -2.15291 1.25969 -0.74954
H -0.74986 2.28699 -1.24943
H -3.78688 0.82277 0.87167
H -3.20692 -0.23025 1.75063
O -3.06041 0.69622 1.50171
H 1.20568 -2.93888 0.02286
H -0.09009 -3.66759 0.26202
O 0.27736 -2.77385 0.24822
*
```

---

Entry x
DFT (ωB97M-V with the def2-TZVPD basis set) results for a cluster of 4 separate species, C4H16NO3 in total.

E_LUMO	-2.930	eV
molar mass	126.18	g mol⁻¹
E_HOMO	-13.866	eV
gap between HOMO and LUMO	0.4019	hartree

```
! wB97M-V def2-TZVPD RIJCOSX def2/J DEFGRID3
* xyz 1 1
C 2.73634 1.09214 -0.85451
C 2.00509 0.48131 0.40060
C 0.55549 0.81917 0.50613
C -0.20632 1.73588 -0.02696
N -1.67177 1.36943 0.00143
H 2.28915 2.06471 -1.10867
H 2.68465 0.43200 -1.72472
H 3.75211 1.38828 -0.51342
H 2.41183 0.78577 1.35545
H 2.12959 -0.62432 0.61673
H 0.19448 -0.06178 1.30907
H 0.15175 2.54537 -0.75208
H -1.66955 0.40888 -0.48790
H -1.91277 1.15377 0.94788
H -2.43147 1.92931 -0.37412
H -3.61423 -1.21844 0.85986
H -2.42710 -1.07819 1.85449
O -2.90879 -0.57330 1.23873
H -0.38390 -0.89293 -2.98313
H 0.65730 -0.34434 -1.87898
O -0.28567 -0.62418 -2.00842
H -1.39279 -3.69143 0.85959
H -0.14618 -3.74754 1.76584
O -0.51723 -3.34957 0.99712
*
```

---

Least stable structure: entry x

---

Entry w
DFT (ωB97M-V with the def2-TZVPD basis set) results for an isolated molecule of C4H4O3.

E_LUMO	0.684	eV
molar mass	100.07	g mol⁻¹
E_HOMO	-10.266	eV
gap between HOMO and LUMO	0.4024	hartree
structure (SMILES)	O=CC1(C=O)CO1

```
! wB97M-V def2-TZVPD RIJCOSX def2/J DEFGRID3
* xyz 0 1
O -0.46061 1.02945 -1.80222
C 0.39524 0.29477 -1.35530
C 0.06665 -0.12952 0.01492
C -1.44860 -0.08179 -0.04033
O -1.88189 -1.10394 -0.51589
C 0.96353 -0.45842 1.10517
O 1.05798 0.84242 0.56886
H 1.37686 0.14358 -1.80671
H -2.07111 0.78712 0.23783
H 0.52841 -0.39359 2.10229
H 1.78930 -1.15524 0.99401
*
```

---

Entry x
DFT (ωB97M-V with the def2-TZVPD basis set) results for an isolated molecule of C4H4O3.

E_LUMO	-0.849	eV
molar mass	100.07	g mol⁻¹
E_HOMO	-9.865	eV
gap between HOMO and LUMO	0.3313	hartree
structure (SMILES)	CC(=O)C(=O)C=O

```
! wB97M-V def2-TZVPD RIJCOSX def2/J DEFGRID3
* xyz 0 1
C 1.27032 -0.04360 -1.27260
C -0.06713 -0.03781 -0.62561
O -1.05515 -0.50621 -1.14645
C -0.37364 0.58495 0.76362
O -0.00503 1.62702 1.24380
C -1.34739 -0.28813 1.50767
O -1.22617 -1.48328 1.58718
H 1.64051 0.98192 -1.29018
H 1.18568 -0.44594 -2.28586
H 1.97087 -0.66296 -0.70534
H -2.01669 0.22031 2.19600
*
```

---

Least stable structure: entry w

---

Entry w
DFT (ωB97M-V with the def2-TZVPD basis set) results for an isolated molecule of C5H12O2.

E_LUMO	0.966	eV
molar mass	104.15	g mol⁻¹
E_HOMO	-9.915	eV
gap between HOMO and LUMO	0.3999	hartree
structure (SMILES)	COC[C@@H](C)CO

```
! wB97M-V def2-TZVPD RIJCOSX def2/J DEFGRID3
* xyz 0 1
C 2.60857 0.29448 -0.89829
O 1.21706 0.51622 -0.97023
C 0.47984 -0.52389 -0.35166
C -0.99003 -0.13692 -0.25336
C -1.81862 -1.35189 0.16433
C -1.18779 1.02215 0.72749
O -0.64205 2.23890 0.27740
H 2.85318 -0.77033 -1.01852
H 3.08002 0.85324 -1.70936
H 3.01469 0.63697 0.06340
H 0.59881 -1.44905 -0.94010
H 0.87924 -0.71845 0.65973
H -1.31572 0.20634 -1.24433
H -2.88894 -1.12265 0.13501
H -1.57162 -1.66892 1.18584
H -1.64091 -2.20351 -0.50175
H -2.25920 1.19450 0.88483
H -0.76358 0.72450 1.70573
H 0.20547 2.02422 -0.14217
*
```

---

Entry x
DFT (ωB97M-V with the def2-TZVPD basis set) results for a cluster of 2 separate species, C5H12O2 in total.

E_LUMO	0.902	eV
molar mass	104.15	g mol⁻¹
E_HOMO	-10.121	eV
gap between HOMO and LUMO	0.4051	hartree
structure (SMILES)	CC(C)CC=O.O

```
! wB97M-V def2-TZVPD RIJCOSX def2/J DEFGRID3
* xyz 0 1
C -0.40996 0.75523 1.93777
C 0.26851 0.48313 0.58949
C 1.63342 1.19114 0.45217
C -0.69618 0.88059 -0.56019
C -1.00395 -0.30005 -1.44650
O -1.89949 -1.06482 -1.15886
H -1.31507 0.14983 1.93748
H 0.19666 0.52876 2.81377
H -0.64619 1.81903 2.01051
H 0.48411 -0.58247 0.49357
H 2.13426 0.91790 -0.47572
H 2.25876 0.89230 1.28876
H 1.45723 2.26760 0.42131
H -1.65746 1.13730 -0.11336
H -0.31391 1.75536 -1.08592
H -0.31575 -0.69666 -2.20896
O 0.16154 -3.45045 -1.94309
H -0.53062 -2.80724 -1.87450
H 0.19410 -3.87648 -1.07773
*
```

---

Entry y
DFT (ωB97M-V with the def2-TZVPD basis set) results for a cluster of 2 separate species, C5H12O2 in total.

E_LUMO (spin up / spin down)	0.592 / 0.569	eV
molar mass	104.15	g mol⁻¹
E_HOMO (spin up / spin down)	-7.586 / -7.432	eV
gap between HOMO and LUMO (spin up / spin down)	0.3005 / 0.2940	hartree

```
! wB97M-V def2-TZVPD RIJCOSX def2/J DEFGRID3
* xyz 0 1
C -1.26013 -1.89472 -1.69983
O -0.48565 -1.43746 -0.74618
C -0.23193 -0.19240 -0.48249
C 0.73963 0.12810 0.60862
C 1.68699 1.25363 0.17864
C 0.00758 0.50890 1.90673
O -0.75805 -0.54942 2.43419
H -2.00644 -1.22866 -2.11966
H 0.11352 -0.81358 -2.92797
H -1.34972 -2.96905 -1.72406
H 0.47058 -0.21848 -2.59441
H -0.89533 0.55745 -0.91315
H 1.31141 -0.78597 0.81054
H 2.39219 1.50488 0.97900
H 1.12620 2.16384 -0.06692
H 2.25927 0.96604 -0.70769
H 0.73494 0.77151 2.68219
H -0.61181 1.40443 1.72208
H -1.32792 -0.87770 1.72594
*
```

---

Least stable structure: entry y